# 1
The following is a DFT calculation (ωB97M-V/def2-TZVPD) of a single C4H4N2 molecule.

```
10
Properties=species:S:1:pos:R:3
C 1.073 -0.217 -0.680
C -0.027 -1.023 -0.787
N -1.178 -0.826 -0.086
C -1.215 0.199 0.729
N -0.128 1.033 0.863
C 1.057 0.883 0.185
H 1.978 -0.395 -1.248
H -0.023 -1.880 -1.458
H -2.132 0.367 1.298
H 0.435 1.846 1.225
```

## Properties
Spin multiplicity   1
ΔE to the lowest compared entry with this formula, charge and spin   309.9 kJ/mol
HOMO energy   -8.35 eV
Charge   0
Orbital gap   8.8 eV

=====

# 2
The following is a DFT calculation (ωB97M-V/def2-TZVPD) of a gas-phase ion, C5H13N2 (charge +1).

```
20
Properties=species:S:1:pos:R:3
C -2.608 0.293 -0.158
C -1.907 -0.642 0.484
C -0.586 -0.324 1.200
C 0.510 0.285 0.362
N 1.825 -0.256 0.922
C 0.421 -0.066 -1.154
N 1.650 0.591 -1.583
H -2.582 1.330 0.190
H -3.421 0.394 -0.793
H -2.062 -1.669 0.527
H -0.320 -1.200 1.813
H -1.176 0.398 1.999
H 0.516 1.394 0.442
H 2.677 0.026 0.273
H 2.028 0.144 1.886
H 1.955 -1.254 0.788
H -0.658 0.340 -1.601
H 0.330 -1.195 -1.152
H 1.317 1.495 -1.783
H 2.095 0.182 -2.360
```

## Properties
Spin multiplicity   1
ΔE to the lowest compared entry with this formula, charge and spin   398.0 kJ/mol
HOMO energy   -12.82 eV
Charge   +1
Orbital gap   9.5 eV

=====

# 3
The following is a DFT calculation (ωB97M-V/def2-TZVPD) of a molecular structure, C34H45GeN3O8PS4SeV.

```
98
Properties=species:S:1:pos:R:3
V -0.438 0.889 0.195
C -2.289 2.476 3.860
C -1.620 2.353 2.524
N -1.644 1.234 1.866
N -2.215 0.176 2.562
C -2.026 -0.956 1.993
S -1.219 -1.261 0.486
S -2.822 -2.346 2.782
C -4.420 -2.184 1.917
C -5.118 -0.884 2.165
C -5.818 -0.651 3.344
C -6.423 0.574 3.575
C -6.333 1.585 2.628
C -5.640 1.361 1.447
C -5.038 0.133 1.219
C -0.893 3.501 1.993
C -0.467 4.513 2.865
C 0.241 5.604 2.410
C 0.512 5.718 1.047
C 0.094 4.751 0.162
C -0.600 3.617 0.615
O -0.960 2.688 -0.246
H -3.063 1.723 3.972
H -2.704 3.474 3.978
H -1.551 2.313 4.649
H -4.999 -3.035 2.280
H -4.247 -2.332 0.852
H -5.874 -1.431 4.094
H -6.965 0.741 4.498
H -6.806 2.542 2.808
H -5.564 2.142 0.702
H -4.489 -0.039 0.300
H -0.670 4.422 3.923
H 0.585 6.359 3.104
H 1.061 6.575 0.674
H 0.290 4.827 -0.900
O 4.217 3.223 -2.799
C 3.248 2.579 -2.108
C 3.389 2.276 -0.751
C 2.342 1.619 -0.144
N 1.276 1.264 -0.835
C 1.091 1.598 -2.105
C 2.074 2.266 -2.799
C -0.328 1.302 -2.561
O -0.739 1.687 -3.628
O -0.983 0.656 -1.634
C 2.161 1.322 1.327
O 2.995 1.560 2.163
O 0.949 0.847 1.543
H 4.980 3.375 -2.228
H 4.261 2.558 -0.176
H 1.930 2.547 -3.832
C -2.159 -2.311 -6.664
C -1.689 -1.158 -5.795
C -2.842 -0.412 -5.140
O -0.710 -1.527 -4.817
P -0.651 -2.829 -3.871
S -0.177 -4.474 -4.848
S 0.446 -2.281 -2.328
O -2.241 -2.889 -3.496
C -2.914 -3.960 -2.836
C -4.174 -3.332 -2.260
C -2.122 -4.685 -1.766
H -2.792 -1.911 -7.460
H -2.736 -3.032 -6.085
H -1.317 -2.842 -7.103
H -1.144 -0.450 -6.427
H -3.417 -1.083 -4.504
H -3.499 -0.007 -5.915
H -2.458 0.408 -4.536
H -3.185 -4.684 -3.615
H -3.885 -2.559 -1.544
H -4.784 -4.083 -1.754
H -4.771 -2.864 -3.045
H -1.851 -4.015 -0.954
H -1.211 -5.119 -2.172
H -2.748 -5.489 -1.370
C 1.868 -5.367 -0.471
Ge 3.620 -4.690 -0.979
C 4.968 -6.114 -0.772
C 3.707 -4.021 -2.804
C 4.135 -3.240 0.256
Se 2.764 -1.848 0.417
C 1.991 -2.487 2.078
H 1.553 -6.145 -1.168
H 1.138 -4.559 -0.531
H 1.887 -5.783 0.537
H 4.733 -6.955 -1.425
H 5.004 -6.481 0.255
H 5.960 -5.745 -1.040
H 3.306 -4.760 -3.499
H 4.743 -3.805 -3.072
H 3.094 -3.127 -2.913
H 5.060 -2.767 -0.079
H 4.314 -3.612 1.266
H 1.573 -3.481 1.930
H 1.194 -1.796 2.346
H 2.745 -2.496 2.863
```

## Properties
Spin multiplicity   2
ΔE to the lowest compared entry with this formula, charge and spin   84.2 kJ/mol
HOMO energy (alpha / beta)   -4.05 / -4.05 eV
Charge   -1
⟨S²⟩   0.77
Orbital gap (alpha / beta)   4.6 / 5.1 eV

=====

# 4
The following is a DFT calculation (ωB97M-V/def2-TZVPD) of a single C19H22N4O6S molecule.

```
52
Properties=species:S:1:pos:R:3
C -4.516 0.859 3.096
S -3.706 0.702 1.482
O -3.778 1.979 0.839
O -2.432 0.087 1.705
N -4.757 -0.350 0.729
C -4.411 -1.755 0.746
C -4.146 -2.268 -0.686
N -3.705 -1.172 -1.523
C -2.427 -0.641 -1.296
C -1.358 -1.506 -1.038
C -0.078 -1.031 -0.862
C 0.191 0.331 -0.950
N 1.515 0.744 -0.745
C 2.036 1.976 -0.841
O 1.465 3.001 -1.149
C 3.546 2.031 -0.512
O 4.022 0.732 -0.241
C 5.293 0.509 0.107
C 6.270 1.502 0.217
C 7.563 1.185 0.581
C 7.927 -0.129 0.847
C 6.981 -1.124 0.744
C 5.671 -0.823 0.379
N 4.734 -1.906 0.292
O 3.582 -1.670 -0.014
O 5.149 -3.022 0.533
C -0.854 1.201 -1.228
C -2.137 0.720 -1.397
C -4.828 -0.289 -1.752
C -5.500 0.126 -0.414
H -4.561 -0.123 3.546
H -3.922 1.530 3.703
H -5.505 1.264 2.934
H -3.505 -1.836 1.348
H -5.217 -2.326 1.223
H -5.068 -2.661 -1.125
H -3.414 -3.072 -0.668
H -1.515 -2.571 -0.975
H 0.728 -1.719 -0.649
H 2.147 -0.010 -0.493
H 4.062 2.475 -1.372
H 3.674 2.693 0.354
H 6.011 2.528 0.015
H 8.296 1.973 0.659
H 8.939 -0.368 1.131
H 7.227 -2.156 0.943
H -0.667 2.260 -1.295
H -2.911 1.447 -1.574
H -5.548 -0.840 -2.368
H -4.507 0.580 -2.320
H -5.540 1.209 -0.317
H -6.517 -0.277 -0.351
```

## Properties
Spin multiplicity   1
ΔE to the lowest compared entry with this formula, charge and spin   365.4 kJ/mol
HOMO energy   -7.17 eV
Charge   0
Orbital gap   6.6 eV

=====

# 5
The following is a DFT calculation (ωB97M-V/def2-TZVPD) of 3 unconnected molecules or ions with the total composition C21H32FNO5.

```
60
Properties=species:S:1:pos:R:3
H -5.947 -2.285 3.496
N -5.566 -1.429 3.095
C -5.758 -1.398 1.844
C -5.243 -0.246 1.012
C -3.844 -0.561 0.515
C -3.589 -1.547 -0.348
C -2.221 -1.844 -0.790
O -2.023 -2.740 -1.588
C -1.104 -0.999 -0.284
C 0.254 -1.265 -0.899
O 0.729 -2.587 -0.786
C 0.998 -2.978 0.540
C -1.335 0.014 0.570
C -0.296 0.970 1.108
C 0.772 0.335 2.029
C 2.179 0.739 1.620
F 3.124 -0.068 2.258
C -2.733 0.277 1.037
O -2.969 1.177 1.817
H -6.278 -2.194 1.299
H -5.208 0.647 1.631
H -5.882 -0.088 0.141
H -4.385 -2.149 -0.775
H 0.997 -0.578 -0.482
H 0.181 -1.057 -1.971
H 1.833 -2.406 0.969
H 1.274 -4.032 0.520
H 0.121 -2.866 1.190
H -0.836 1.726 1.673
H 0.173 1.494 0.267
H 0.696 -0.752 2.048
H 0.608 0.695 3.047
H 2.332 0.650 0.539
H 2.384 1.778 1.898
C -3.702 0.760 -4.748
C -3.883 2.176 -4.202
C -3.645 1.962 -2.714
O -2.711 0.885 -2.610
C -2.565 0.241 -3.880
H -3.465 0.728 -5.810
H -4.606 0.171 -4.582
H -3.122 2.840 -4.616
H -4.861 2.606 -4.412
H -4.571 1.677 -2.201
H -3.230 2.838 -2.215
H -1.590 0.507 -4.303
H -2.594 -0.839 -3.730
C 6.430 0.045 2.302
C 7.775 -0.050 1.585
C 7.648 1.063 0.553
O 6.820 2.065 1.145
C 6.204 1.549 2.327
H 6.431 -0.395 3.298
H 5.651 -0.444 1.716
H 8.592 0.166 2.278
H 7.962 -1.023 1.132
H 7.167 0.700 -0.362
H 8.605 1.511 0.284
H 6.674 2.008 3.203
H 5.147 1.818 2.321
```

## Properties
Spin multiplicity   1
HOMO energy   -9.35 eV
Charge   0
Orbital gap   8.1 eV